#one
{
  "formula": "C39H78O39",
  "method": "ωB97M-V with the def2-TZVPD basis set",
  "multiplicity": 1,
  "gap_ev": 10.3,
  "homo_ha": -0.3835,
  "symbols": ["C", "O", "C", "O", "O", "C", "H", "H", "H", "H", "H", "H", "C", "O", "C", "O", "O", "C", "H", "H", "H", "H", "H", "H", "C", "O", "C", "O", "O", "C", "H", "H", "H", "H", "H", "H", "C", "O", "C", "O", "O", "C", "H", "H", "H", "H", "H", "H", "C", "O", "C", "O", "O", "C", "H", "H", "H", "H", "H", "H", "C", "O", "C", "O", "O", "C", "H", "H", "H", "H", "H", "H", "C", "O", "C", "O", "O", "C", "H", "H", "H", "H", "H", "H", "C", "O", "C", "O", "O", "C", "H", "H", "H", "H", "H", "H", "C", "O", "C", "O", "O", "C", "H", "H", "H", "H", "H", "H", "C", "O", "C", "O", "O", "C", "H", "H", "H", "H", "H", "H", "C", "O", "C", "O", "O", "C", "H", "H", "H", "H", "H", "H", "C", "O", "C", "O", "O", "C", "H", "H", "H", "H", "H", "H", "C", "O", "C", "O", "O", "C", "H", "H", "H", "H", "H", "H"],
  "positions_angstrom": [[5.11, -6.38, -9.62], [6.22, -6.68, -8.81], [6.34, -6.24, -7.51], [5.40, -5.64, -6.95], [7.58, -6.59, -6.97], [8.56, -7.36, -7.68], [4.22, -6.83, -9.18], [5.17, -6.67, -10.67], [4.85, -5.32, -9.57], [8.81, -6.87, -8.62], [8.15, -8.32, -8.00], [9.38, -7.53, -6.99], [-9.79, -8.05, -8.16], [-8.90, -7.09, -7.63], [-7.67, -7.40, -7.15], [-7.15, -8.47, -7.12], [-7.18, -6.21, -6.67], [-6.03, -6.29, -5.86], [-9.34, -8.35, -9.10], [-10.73, -7.63, -8.53], [-9.88, -8.94, -7.53], [-5.18, -6.78, -6.34], [-6.25, -7.00, -5.06], [-5.74, -5.38, -5.33], [2.23, 2.32, -7.64], [1.87, 3.37, -6.71], [2.45, 3.56, -5.48], [3.20, 2.73, -4.90], [2.22, 4.85, -5.07], [2.61, 5.27, -3.81], [2.12, 1.27, -7.37], [3.25, 2.43, -8.01], [1.53, 2.39, -8.47], [3.06, 6.26, -3.78], [3.36, 4.62, -3.35], [1.71, 5.18, -3.20], [-1.68, 2.15, 0.82], [-0.94, 0.97, 0.61], [-0.85, 0.45, -0.64], [-1.44, 0.79, -1.66], [0.12, -0.57, -0.68], [0.28, -1.32, -1.90], [-2.36, 2.29, -0.02], [-1.18, 3.11, 0.79], [-2.29, 2.04, 1.72], [0.72, -2.32, -1.89], [0.93, -0.69, -2.50], [-0.64, -1.42, -2.48], [-1.54, -0.16, 10.79], [-0.82, 1.02, 10.55], [-1.31, 1.79, 9.63], [-2.19, 1.59, 8.85], [-0.73, 2.95, 9.83], [-0.80, 3.91, 8.85], [-1.88, -0.77, 9.95], [-2.46, 0.13, 11.30], [-0.92, -0.72, 11.50], [-1.38, 3.68, 7.95], [0.19, 4.16, 8.47], [-1.16, 4.85, 9.28], [-4.13, 8.46, -2.21], [-3.18, 9.47, -2.64], [-3.18, 10.71, -2.03], [-4.04, 11.16, -1.24], [-2.07, 11.32, -2.45], [-1.78, 12.68, -2.00], [-3.74, 7.45, -2.32], [-5.01, 8.55, -2.86], [-4.46, 8.64, -1.19], [-1.49, 12.80, -0.95], [-2.66, 13.25, -2.30], [-0.94, 13.04, -2.58], [5.14, -11.11, 5.06], [5.14, -10.35, 3.89], [4.48, -10.63, 2.81], [3.84, -11.66, 2.59], [4.65, -9.67, 1.88], [3.79, -9.56, 0.78], [4.24, -11.03, 5.65], [6.01, -10.86, 5.67], [5.19, -12.18, 4.87], [3.57, -10.46, 0.19], [4.18, -9.01, -0.08], [2.98, -8.84, 0.91], [-7.87, 1.81, 1.19], [-8.36, 1.75, 2.57], [-8.34, 2.91, 3.34], [-8.05, 4.03, 2.98], [-8.86, 2.60, 4.53], [-8.72, 3.54, 5.64], [-8.47, 1.26, 0.47], [-6.84, 1.45, 1.12], [-7.91, 2.79, 0.73], [-9.42, 3.13, 6.37], [-9.08, 4.55, 5.48], [-7.74, 3.52, 6.13], [0.41, -4.12, 4.20], [-0.46, -4.74, 3.31], [-1.81, -4.57, 3.32], [-2.59, -5.01, 2.51], [-2.21, -3.83, 4.48], [-3.47, -3.14, 4.53], [0.50, -3.04, 4.07], [1.45, -4.38, 4.00], [0.22, -4.60, 5.16], [-3.60, -2.58, 5.45], [-4.28, -3.86, 4.36], [-3.45, -2.37, 3.75], [4.74, 8.57, 2.88], [3.28, 8.50, 2.76], [2.47, 9.50, 3.25], [2.81, 10.64, 3.50], [1.20, 9.00, 3.37], [0.10, 9.76, 3.82], [5.24, 7.69, 2.47], [5.14, 8.86, 3.86], [5.10, 9.45, 2.35], [-0.79, 9.14, 3.84], [-0.01, 10.70, 3.28], [0.34, 9.99, 4.86], [7.84, -1.66, 0.00], [9.12, -1.14, 0.27], [10.18, -1.24, -0.43], [10.24, -1.98, -1.39], [11.20, -0.37, -0.08], [11.23, 0.43, 1.08], [7.15, -1.28, 0.75], [7.82, -2.75, 0.03], [7.54, -1.27, -0.97], [12.26, 0.66, 1.37], [10.82, -0.11, 1.93], [10.69, 1.36, 0.91], [4.49, 1.01, 5.49], [5.81, 0.57, 5.71], [6.30, -0.01, 6.83], [7.45, -0.23, 6.93], [5.38, -0.18, 7.74], [5.60, -0.59, 9.01], [3.79, 0.45, 6.11], [4.11, 0.89, 4.48], [4.32, 2.07, 5.67], [4.63, -0.82, 9.47], [6.02, 0.24, 9.57], [6.37, -1.35, 9.12], [-10.47, -0.47, -6.48], [-9.06, -0.30, -6.24], [-8.21, 0.08, -7.26], [-8.51, 0.20, -8.43], [-7.09, 0.47, -6.71], [-5.96, 0.91, -7.52], [-10.94, -1.02, -5.67], [-10.54, -1.10, -7.36], [-11.02, 0.46, -6.63], [-5.27, 1.18, -6.71], [-6.07, 1.71, -8.25], [-5.60, 0.00, -7.99]]
}

#two
{
  "formula": "C39H78O39",
  "method": "ωB97M-V with the def2-TZVPD basis set",
  "multiplicity": 1,
  "gap_ev": 10.5,
  "homo_ha": -0.3715,
  "symbols": ["C", "O", "C", "O", "O", "C", "H", "H", "H", "H", "H", "H", "C", "O", "C", "O", "O", "C", "H", "H", "H", "H", "H", "H", "C", "O", "C", "O", "O", "C", "H", "H", "H", "H", "H", "H", "C", "O", "C", "O", "O", "C", "H", "H", "H", "H", "H", "H", "C", "O", "C", "O", "O", "C", "H", "H", "H", "H", "H", "H", "C", "O", "C", "O", "O", "C", "H", "H", "H", "H", "H", "H", "C", "O", "C", "O", "O", "C", "H", "H", "H", "H", "H", "H", "C", "O", "C", "O", "O", "C", "H", "H", "H", "H", "H", "H", "C", "O", "C", "O", "O", "C", "H", "H", "H", "H", "H", "H", "C", "O", "C", "O", "O", "C", "H", "H", "H", "H", "H", "H", "C", "O", "C", "O", "O", "C", "H", "H", "H", "H", "H", "H", "C", "O", "C", "O", "O", "C", "H", "H", "H", "H", "H", "H", "C", "O", "C", "O", "O", "C", "H", "H", "H", "H", "H", "H"],
  "positions_angstrom": [[3.97, 20.30, -1.80], [4.02, 19.73, -0.57], [5.13, 19.15, -0.08], [6.06, 18.72, -0.72], [4.95, 18.97, 1.29], [6.13, 18.53, 2.00], [2.98, 20.57, -2.16], [4.43, 19.63, -2.53], [4.55, 21.22, -1.91], [6.10, 17.48, 2.30], [6.36, 19.19, 2.84], [7.04, 18.62, 1.40], [3.10, 16.50, 2.85], [3.96, 15.85, 3.80], [4.71, 16.41, 4.66], [4.95, 17.61, 4.73], [5.13, 15.36, 5.40], [5.88, 15.66, 6.57], [2.19, 15.89, 2.86], [3.33, 16.63, 1.80], [2.82, 17.50, 3.19], [5.26, 16.31, 7.18], [6.84, 16.15, 6.41], [6.08, 14.69, 7.02], [-2.92, 19.45, 8.46], [-1.54, 19.10, 8.09], [-1.27, 18.97, 6.78], [-2.11, 19.08, 5.89], [0.13, 18.80, 6.64], [0.69, 18.60, 5.37], [-3.73, 18.87, 8.01], [-3.14, 20.51, 8.54], [-3.16, 19.18, 9.48], [1.75, 18.32, 5.35], [0.62, 19.57, 4.87], [0.06, 17.89, 4.84], [2.61, 15.03, 12.32], [2.67, 14.08, 11.26], [3.45, 14.25, 10.19], [4.18, 15.22, 9.95], [3.39, 13.15, 9.39], [4.05, 13.17, 8.11], [3.58, 15.44, 12.62], [2.08, 14.60, 13.16], [1.97, 15.84, 11.96], [3.72, 14.00, 7.48], [3.95, 12.24, 7.56], [5.13, 13.26, 8.22], [4.16, 9.67, 12.60], [4.73, 10.79, 12.09], [5.70, 10.75, 11.16], [6.25, 9.75, 10.67], [5.98, 12.02, 10.82], [7.08, 12.26, 9.94], [3.54, 9.22, 11.83], [3.45, 9.86, 13.41], [4.97, 9.00, 12.89], [7.26, 11.38, 9.32], [8.01, 12.46, 10.47], [6.94, 13.12, 9.28], [7.97, 13.21, -1.65], [7.57, 12.25, -0.68], [6.92, 12.63, 0.51], [6.73, 11.87, 1.44], [6.68, 14.03, 0.63], [6.09, 14.53, 1.81], [8.10, 12.74, -2.62], [8.89, 13.70, -1.32], [7.30, 14.06, -1.77], [5.34, 15.27, 1.54], [6.77, 15.03, 2.50], [5.63, 13.74, 2.40], [-1.41, 15.09, 4.91], [-0.78, 14.60, 6.14], [0.52, 14.74, 6.33], [1.29, 15.43, 5.66], [0.91, 14.00, 7.41], [0.05, 13.11, 8.06], [-1.40, 16.18, 5.01], [-2.45, 14.81, 4.82], [-0.86, 14.81, 4.01], [-0.87, 13.58, 8.40], [0.59, 12.70, 8.92], [-0.25, 12.29, 7.41], [2.39, 20.60, 2.08], [1.43, 21.40, 1.46], [0.30, 21.69, 2.15], [-0.04, 21.14, 3.19], [-0.50, 22.53, 1.45], [-1.85, 22.80, 1.91], [2.17, 19.59, 1.74], [2.26, 20.56, 3.17], [3.40, 20.96, 1.92], [-2.22, 23.78, 1.59], [-1.77, 22.85, 3.00], [-2.53, 22.02, 1.55], [-0.16, 17.95, 2.12], [-0.40, 18.17, 0.72], [0.61, 17.88, -0.13], [1.75, 17.51, 0.21], [0.10, 17.97, -1.35], [0.88, 17.80, -2.54], [0.62, 18.60, 2.51], [0.17, 16.91, 2.15], [-1.03, 18.16, 2.74], [1.16, 16.74, -2.56], [1.84, 18.32, -2.55], [0.31, 18.04, -3.43], [1.81, 13.84, -4.08], [3.24, 13.67, -4.16], [4.05, 14.01, -3.15], [5.24, 13.70, -3.06], [3.33, 14.70, -2.27], [4.00, 15.28, -1.20], [1.31, 13.51, -4.99], [1.42, 14.80, -3.73], [1.51, 13.12, -3.32], [4.80, 16.01, -1.35], [4.42, 14.47, -0.61], [3.32, 15.79, -0.52], [6.22, 24.49, 5.56], [5.62, 23.16, 5.79], [6.35, 22.07, 5.76], [7.57, 22.03, 5.51], [5.62, 21.04, 6.09], [6.24, 19.79, 6.26], [5.72, 24.98, 4.72], [7.28, 24.52, 5.34], [6.18, 25.16, 6.43], [5.58, 19.18, 6.89], [7.21, 19.88, 6.74], [6.33, 19.29, 5.30], [2.54, 12.77, 4.60], [2.94, 11.86, 3.53], [2.98, 12.32, 2.23], [2.54, 13.42, 1.92], [3.49, 11.39, 1.45], [3.50, 11.58, 0.03], [2.66, 12.30, 5.58], [1.49, 13.04, 4.50], [3.21, 13.63, 4.68], [4.49, 11.30, -0.31], [3.22, 12.62, -0.17], [2.82, 10.91, -0.49], [8.73, 15.72, 4.01], [10.00, 16.19, 4.20], [10.32, 17.23, 4.95], [9.46, 18.00, 5.46], [11.67, 17.32, 5.09], [12.30, 18.40, 5.67], [8.38, 15.37, 4.98], [8.77, 14.85, 3.36], [8.13, 16.52, 3.57], [13.31, 18.57, 5.30], [12.27, 18.38, 6.76], [11.81, 19.33, 5.39]]
}

The structure with the least stability is #one.

#one
{
  "formula": "C8H12N3",
  "method": "ωB97M-V with the def2-TZVPD basis set",
  "total_charge": 1,
  "multiplicity": 1,
  "gap_ev": 9.2,
  "smiles": "C=C/C=C(/CN)[n+]1ccc[nH]1",
  "homo_ha": -0.4615,
  "symbols": ["C", "C", "C", "C", "C", "C", "C", "C", "N", "N", "N", "H", "H", "H", "H", "H", "H", "H", "H", "H", "H", "H", "H"],
  "positions_angstrom": [[-2.11, -2.40, 0.18], [-2.72, -1.38, -0.49], [-0.89, -1.87, 0.60], [3.58, -1.10, -0.49], [2.29, -1.09, -0.14], [1.55, 0.14, 0.07], [0.23, 0.36, 0.28], [-0.48, 1.87, 0.60], [-1.98, -0.30, -0.43], [-0.84, -0.64, 0.19], [-1.36, 2.31, -0.49], [-2.41, -3.36, 0.34], [-3.64, -1.32, -0.96], [-0.16, -2.27, 1.16], [4.01, -2.09, -0.63], [4.08, -0.22, -0.51], [1.82, -2.00, -0.10], [2.26, 1.11, 0.10], [0.21, 2.66, 0.66], [-0.90, 1.58, 1.49], [-2.30, 2.48, -0.15], [-2.19, 0.75, -0.81], [-1.17, 3.19, -0.92]]
}

#two
{
  "formula": "C8H12N3",
  "method": "ωB97M-V with the def2-TZVPD basis set",
  "total_charge": 1,
  "multiplicity": 1,
  "gap_ev": 8.7,
  "smiles": "C/C=C(/C#N)N(C)C#C[NH2+]C",
  "homo_ha": -0.4504,
  "symbols": ["C", "C", "C", "C", "C", "C", "C", "C", "N", "N", "N", "H", "H", "H", "H", "H", "H", "H", "H", "H", "H", "H", "H"],
  "positions_angstrom": [[0.73, -0.43, -0.40], [1.82, 0.04, -0.13], [-0.77, 1.77, 0.33], [-2.82, 0.34, 0.41], [-1.50, 0.56, 0.21], [-3.46, -1.00, 0.58], [-1.15, -1.47, -1.53], [3.82, 1.40, 0.34], [0.04, 2.58, 0.56], [-0.55, -0.60, -0.50], [3.12, 0.08, 0.33], [-3.33, 1.29, 0.59], [-3.45, -1.15, 1.62], [-4.57, -0.90, 0.30], [-2.95, -1.83, 0.10], [-0.59, -1.23, -2.50], [-1.20, -2.45, -1.01], [-2.24, -1.23, -1.80], [3.19, 2.22, 0.72], [4.79, 1.22, 0.89], [4.30, 1.57, -0.67], [3.85, -0.58, 0.13], [2.94, -0.20, 1.40]]
}

The structure with the least stability is #two.